1.
Molecular formula: C10H19N5O5
Method: DFT, ωB97M-V with the def2-TZVPD basis set

Each line ends with the natural charge from an NBO analysis.
Cartesian coordinates (Å):
C1 -0.12269 0.98224 0.01277  -0.15
C2 0.74702 0.30981 -1.06203  0.70
C3 -0.54143 -0.08382 1.06627  -0.39
C4 -1.75056 -0.98849 0.84473  -0.42
C5 -3.14219 -0.42655 1.35988  -0.22
C6 -4.60565 0.01038 -0.52388  0.57
C7 2.79003 0.09407 0.46490  -0.14
C8 3.58827 1.36810 0.07770  0.77
C9 3.84815 -1.02491 0.70965  -0.52
C10 4.84467 -1.20877 -0.45129  0.80
H1 -1.48493 2.48782 -0.55373  0.38
H2 -1.42130 1.24206 -1.55745  0.40
H3 0.47326 1.69474 0.54470  0.21
H4 -0.83976 0.50066 1.98310  0.20
H5 0.36270 -0.67122 1.27879  0.20
H6 -1.56294 -1.95267 1.37294  0.20
H7 -1.82705 -1.18816 -0.25342  0.22
H8 -3.17764 0.67514 1.14514  0.22
H9 -3.26584 -0.47730 2.42405  0.19
H10 -4.24659 -1.82813 0.24006  0.39
H11 -3.18093 1.43106 -0.66233  0.38
H12 -6.44283 -0.91847 -0.56930  0.38
H13 -6.03317 0.09311 -1.84938  0.39
H14 2.41051 -0.69601 -1.44763  0.43
H15 2.14324 0.30950 1.30022  0.25
H16 4.42126 -0.82969 1.64149  0.26
H17 3.35902 -1.98330 0.77782  0.25
H18 4.74468 -1.61469 -2.30087  0.50
H19 5.01946 2.41812 0.84701  0.50
N1 -1.37669 1.49311 -0.59066  -0.86
N2 -4.18254 -0.86006 0.48347  -0.65
N3 -4.08911 1.10585 -0.97525  -0.82
N4 -5.66722 -0.55664 -1.15162  -0.83
N5 1.92749 -0.28260 -0.66344  -0.65
O1 0.37093 0.25559 -2.19378  -0.59
O2 3.35232 2.07212 -0.87139  -0.54
O3 6.00861 -0.93012 -0.49759  -0.55
O4 4.11322 -1.72382 -1.54269  -0.72
O5 4.43620 1.70194 1.14303  -0.70

Cartesian forces, eV/Å:
C -1.7293 -1.5278 -0.5467
C 0.3133 0.6512 1.6343
C 0.1168 0.8446 1.7602
C -0.3137 -0.3306 -0.4326
C 1.9119 1.8909 -2.4743
C 1.8987 0.7537 -0.0933
C 0.6903 -0.2669 -2.4298
C -0.8173 1.4239 1.5472
C 0.7014 0.1035 0.6204
C -1.3492 0.2406 -0.4028
H 0.3493 0.5823 0.1322
H 0.2279 -0.3181 -0.7150
H 0.1729 0.8788 0.1033
H 0.7755 -0.4418 -0.5238
H -0.4001 -0.0285 0.3112
H -0.0690 0.5071 -0.5085
H -0.2331 -0.0481 0.8313
H 0.5861 -0.8016 0.5324
H -0.4016 -0.8481 0.5610
H -0.1170 -0.2913 0.0193
H -0.4056 -0.8730 0.5629
H 1.0611 0.3345 -0.3295
H 0.1802 -0.4118 0.1494
H 0.0419 0.0189 0.0120
H 0.3149 -0.0308 0.6294
H -0.4099 -0.0656 -0.7119
H -0.4162 -0.2848 0.2708
H -0.7442 -0.4046 0.5694
H -0.1763 0.0764 0.0358
N 1.4712 0.2710 0.8250
N -0.5396 0.4488 1.0123
N -1.6574 -0.7814 0.1868
N -2.6133 -0.0268 -1.1120
N 0.0214 0.0129 0.3464
O -0.3538 -0.4250 -1.5196
O 0.8960 -0.8797 0.8057
O -0.7611 -0.2945 -0.0556
O 2.3342 0.8081 0.1085
O -0.5571 -0.4663 -1.7117

SMILES   [H]/N=C(/N)NCCC[C@H](N)C(=O)N[C@@H](CC(=O)O)C(=O)O
LUMO energy   0.309 eV
Frontier orbital gap   8.59 eV
E_HOMO   -8.28 eV
Largest force on an atom   3.654 eV/A
E   -1042.45482 hartree
Relative energy (zero: lowest compared OMol25 entry of this formula, charge and spin)   35.0 kcal/mol



2.
Molecular formula: C3H10OS2
Method: DFT, ωB97M-V with the def2-TZVPD basis set

Each line ends with the natural charge from an NBO analysis.
Cartesian coordinates (Å):
C1 2.20637 0.87822 2.08391  -0.76
S1 1.19966 -0.45502 1.36369  0.08
S2 -0.71546 0.41157 1.55061  -0.15
H1 1.58152 1.73849 2.33039  0.24
H2 2.90657 0.61652 2.88044  0.22
H3 2.86151 1.24491 1.30437  0.21
H4 -0.79634 0.71821 0.21505  0.15
C2 -1.62629 -0.56697 -2.43422  -0.06
O1 -0.57319 -0.81888 -1.49828  -0.74
C3 -1.07289 0.30070 -3.55237  -0.66
H5 -2.47198 -0.15938 -1.87796  0.17
H6 -1.99866 -1.57452 -2.72526  0.17
H7 0.21471 -0.28574 -1.62457  0.47
H8 -1.31503 1.36432 -3.38699  0.21
H9 -1.63736 0.21453 -4.52258  0.22
H10 -0.00020 0.21619 -3.73813  0.22

Cartesian forces, eV/Å:
C 0.6042 0.6513 -0.6040
S -0.7051 0.4475 0.6630
S 0.7354 -0.2853 -0.8842
H -0.0283 -0.3721 0.3194
H -0.6517 -0.3901 0.2608
H 0.1582 0.0891 -0.4276
H -0.1807 -0.1122 0.8224
C 0.8807 -0.9464 0.2047
O -0.2367 -0.4861 0.6341
C -1.9268 1.2371 -1.4414
H 0.0340 0.5946 -0.2004
H 0.4803 0.6022 -0.3522
H -0.1531 0.1609 -0.3559
H 0.5169 -0.1980 0.5608
H 0.6841 -0.6493 0.7186
H -0.2114 -0.3432 0.0817

SMILES   CCO.CSS
LUMO energy   0.534 eV
Frontier orbital gap   9.30 eV
E_HOMO   -8.76 eV
Largest force on an atom   2.706 eV/A
E   -991.87283 hartree
Relative energy (zero: lowest compared OMol25 entry of this formula, charge and spin)   24.3 kcal/mol



3.
Molecular formula: C20H30Cl2N3O3RuS
Method: DFT, ωB97M-V with the def2-TZVPD basis set

Each line ends with the Löwdin spin population.
Cartesian coordinates (Å):
O1 -0.68919 -0.49117 -1.41155  0.19
C1 -1.03162 0.62879 -2.09342  0.02
C2 -0.37083 0.71612 -3.47952  0.00
C3 0.85023 0.11720 -3.76532  0.00
H1 1.37237 -0.43603 -2.98371  0.00
C4 1.43362 0.26181 -5.02915  0.00
H2 2.39801 -0.21044 -5.22755  0.00
C5 0.78670 0.99715 -6.02852  0.00
H3 1.23011 1.10407 -7.01945  0.00
C6 -0.45139 1.59745 -5.74294  0.00
H4 -0.96977 2.17937 -6.50770  0.00
C7 -1.02673 1.44663 -4.48031  0.00
H5 -1.98560 1.91407 -4.24283  0.00
H6 -2.11770 0.61211 -2.32690  0.00
C8 -2.01523 2.17866 -0.26189  0.00
C9 -0.81773 1.89467 -1.12806  0.01
H7 -2.23809 3.24857 -0.31421  0.00
H8 -1.88478 1.91777 0.79413  0.00
H9 -2.87445 1.62112 -0.65394  0.00
C10 0.10827 2.81170 -1.47932  0.05
C11 0.20489 4.19577 -0.92298  0.01
H10 0.81226 2.55598 -2.27804  0.00
H11 -0.02262 4.91606 -1.72394  0.00
H12 1.21995 4.42112 -0.57960  0.00
H13 -0.48476 4.39010 -0.09673  0.00
Ru1 0.58857 -0.10031 0.33852  3.83
Cl1 2.47002 0.00835 -0.83049  0.30
Cl2 0.72485 1.87343 1.45914  0.26
C12 2.81783 -0.08960 2.42815  0.01
O2 1.72342 -0.66055 2.12464  0.09
N1 3.34477 -0.15095 3.65258  0.01
C13 2.74553 -0.88599 4.76183  0.00
C14 4.52826 0.63390 3.98147  0.00
H14 3.38122 0.48572 1.67599  0.00
H15 1.80926 -1.36119 4.45349  0.00
H16 2.56010 -0.19793 5.59727  0.00
H17 3.44671 -1.64476 5.13350  0.00
H18 4.86924 1.16125 3.08710  0.00
H19 5.33641 -0.00704 4.35583  0.00
H20 4.29877 1.36433 4.76803  0.00
H21 -3.29469 -1.27202 3.94813  0.00
H22 -4.53862 -2.94706 2.18922  0.00
C15 -3.42379 -0.58486 3.10134  0.00
C16 -4.35539 -2.17554 1.42850  0.00
N2 -3.26871 -1.29631 1.84142  0.01
H23 -2.68633 0.22461 3.16976  0.00
C17 -2.14811 -1.20178 1.12396  0.01
O3 -1.18377 -0.48573 1.53923  0.08
H24 -4.10172 -2.65435 0.48257  0.00
H25 -2.11925 -1.75979 0.17573  0.00
H26 -4.43724 -0.17927 3.15183  0.00
H27 -5.28368 -1.59864 1.30590  0.00
S1 1.30942 -4.91345 0.51249  0.01
C18 0.16547 -4.53646 -0.74762  0.00
C19 -0.01585 -3.17013 -0.84918  0.00
N3 0.68822 -2.43262 0.09432  0.07
C20 1.46309 -3.22896 0.84511  0.00
H28 -0.33166 -5.26804 -1.37019  0.00
H29 -0.64994 -2.66059 -1.56899  0.00
H30 2.13164 -2.87633 1.62288  0.00

Cartesian forces, eV/Å:
O 0.4057 -1.3667 1.1075
C 0.1486 1.2228 0.3171
C -0.2167 0.4534 0.1736
C 0.2043 -0.0266 -0.1167
H -0.2894 0.1302 -0.3185
C -0.2624 0.0773 -0.1431
H -0.2660 0.1542 0.0140
C -0.2298 0.0160 0.3741
H -0.0892 -0.0196 0.2800
C 0.1258 -0.1785 0.0827
H 0.1622 -0.1817 0.1782
C 0.3958 -0.0546 -0.0843
H 0.2313 -0.0938 -0.1338
H 0.0715 0.1930 0.1562
C 0.0050 0.1217 0.2367
C -0.4181 0.1003 -3.0579
H -0.1838 -0.1482 0.1338
H 0.0464 0.0290 -0.1873
H 0.0714 0.1397 0.1296
C -0.6517 -0.5055 0.2223
C 0.1713 0.1821 0.0231
H -0.2004 0.0733 0.2652
H 0.0716 -0.1180 0.1015
H -0.0935 -0.0566 0.0188
H 0.1736 -0.1544 -0.1060
Ru -1.8947 0.1010 -1.9247
Cl 2.6507 0.1283 -1.2799
Cl 0.2464 2.0703 1.5662
C -1.9131 -0.9369 -0.1225
O 2.7808 -0.1518 1.7256
N 0.2050 0.1541 -0.0277
C -0.0683 0.0275 0.0390
C 0.0917 -0.0196 -0.0076
H -0.2096 -0.1354 0.2640
H 0.2741 0.2114 -0.0223
H -0.1012 -0.0764 -0.2437
H -0.1054 0.0757 -0.2087
H -0.0207 -0.0645 0.1946
H -0.1639 0.0292 -0.1492
H -0.0518 -0.0918 -0.2206
H 0.0499 0.1157 -0.1546
H 0.1134 0.1381 -0.1745
C 0.0730 0.0825 0.1287
C -0.1514 0.1696 0.1729
N -0.0370 -0.2972 -0.3865
H -0.2457 -0.3260 -0.0850
C 1.1267 1.2768 1.2630
O -2.4061 -1.8048 -0.3453
H -0.0271 0.0381 0.0817
H 0.0853 0.2754 0.2185
H 0.1056 0.0359 -0.0354
H 0.2554 -0.1321 -0.0269
S -0.6187 0.9251 -0.7367
C 0.0892 1.0848 0.1050
C 0.4807 -1.1798 0.8669
N 1.0518 -2.2329 0.7058
C -1.2497 0.4222 -1.0540
H 0.2637 -0.0928 0.1909
H 0.2172 0.1018 0.2188
H -0.2797 0.0896 -0.2023

LUMO energy (alpha / beta)   0.326 / -0.083 eV
Frontier orbital gap (alpha / beta)   6.79 / 7.39 eV
Multiplicity   6
E_HOMO (alpha / beta)   -6.46 / -7.47 eV
Largest force on an atom   3.276 eV/A
E   -2583.48237 hartree
Relative energy (zero: lowest compared OMol25 entry of this formula, charge and spin)   0.0 kcal/mol